A cluster of 10 separate species, C54H99F6N18P in total in a non-equilibrium geometry, computed with the ωB97M-V functional and the def2-TZVPD basis.

Its strongest force on any atom is 5.8 eV/Å. The HOMO-LUMO gap is 9.43 eV. The net charge is +8. The value obtained for the energy above the lowest of the compared OMol25 structures with the same formula, charge and spin is 102.73 kcal per mole. For the LUMO energy, the calculation gives -0.42571 hartree.

Each atom is followed by the atoms it is bonded to, with distances in Å.
Positions of all 178 atoms, in Å:
1 C 8.4269 8.9101 -5.5098  C2 1.533, H9 1.090, H10 1.090, H11 1.090
2 C 9.6204 8.2968 -4.7686  C1 1.533, N3 1.477, H12 1.090, H13 1.090
3 N 10.9198 8.7652 -5.2911  C2 1.477, C4 1.431, C7 1.390
4 C 11.1752 9.3545 -6.5698  N3 1.431, C5 1.376, H14 1.080
5 C 12.5030 9.7122 -6.6031  C4 1.376, N6 1.417, H15 1.080
6 N 13.0198 9.5694 -5.2911  C5 1.417, C7 1.409, C8 1.479
7 C 12.0284 8.9803 -4.4815  N3 1.390, N6 1.409, H16 1.080
8 C 14.3291 10.0725 -4.8229  N6 1.479, H17 1.090, H18 1.090, H19 1.090
9 H 7.6320 8.8080 -4.7711  C1 1.090
10 H 8.2125 8.3873 -6.4419  C1 1.090
11 H 8.5724 9.9810 -5.6519  C1 1.090
12 H 9.3809 7.2354 -4.7032  C2 1.090
13 H 9.5356 8.5599 -3.7142  C2 1.090
14 H 10.4292 9.3770 -7.3504  C4 1.080
15 H 13.0188 10.3501 -7.3055  C5 1.080
16 H 12.1449 8.8528 -3.4154  C7 1.080
17 H 14.7958 9.4105 -4.0934  C8 1.090
18 H 14.2517 11.0495 -4.3459  C8 1.090
19 H 15.0262 10.1170 -5.6597  C8 1.090
20 C 2.3879 -0.4666 -7.0904  C21 1.522, H28 1.090, H29 1.090, H30 1.090
21 C 3.3460 -0.9168 -8.1843  C20 1.522, N22 1.459, H31 1.090, H32 1.090
22 N 4.5106 -1.6504 -7.7006  C21 1.459, C23 1.363, C26 1.360
23 C 4.8259 -2.9546 -7.9406  N22 1.363, C24 1.390, H33 1.080
24 C 5.9758 -3.2755 -7.2285  C23 1.390, N25 1.373, H34 1.080
25 N 6.2470 -2.2279 -6.3829  C24 1.373, C26 1.399, C27 1.455
26 C 5.4484 -1.1735 -6.8386  N22 1.360, N25 1.399, H35 1.080
27 C 7.2251 -2.1754 -5.3068  N25 1.455, H36 1.090, H37 1.090, H38 1.090
28 H 2.6909 0.4650 -6.6126  C20 1.090
29 H 2.3341 -1.2655 -6.3508  C20 1.090
30 H 1.3696 -0.3828 -7.4700  C20 1.090
31 H 3.6239 -0.0961 -8.8456  C21 1.090
32 H 2.7977 -1.5901 -8.8433  C21 1.090
33 H 4.2603 -3.7290 -8.4373  C23 1.080
34 H 6.5872 -4.1648 -7.1875  C24 1.080
35 H 5.3748 -0.1820 -6.4166  C26 1.080
36 H 7.9715 -2.9622 -5.4164  C27 1.090
37 H 6.6377 -2.4014 -4.4169  C27 1.090
38 H 7.6305 -1.1676 -5.2161  C27 1.090
39 C 19.1989 1.8553 -0.0598  C40 1.486, H47 1.090, H48 1.090, H49 1.090
40 C 20.5325 2.1230 0.5378  C39 1.486, N41 1.491, H50 1.090, H51 1.090
41 N 20.7116 2.2014 2.0160  C40 1.491, C42 1.412, C45 1.367
42 C 20.8055 3.4049 2.7492  N41 1.412, C43 1.342, H52 1.080
43 C 21.0536 3.0775 4.0272  C42 1.342, N44 1.386, H53 1.080
44 N 20.7898 1.7237 4.1594  C43 1.386, C45 1.368, C46 1.469
45 C 20.9389 1.1911 2.9081  N41 1.367, N44 1.368, H54 1.080
46 C 20.8277 0.8842 5.3639  N44 1.469, H55 1.090, H56 1.090, H57 1.090
47 H 18.9762 0.8353 0.2536  C39 1.090
48 H 19.2339 1.7957 -1.1476  C39 1.090
49 H 18.5600 2.6322 0.3600  C39 1.090
50 H 20.9479 3.0368 0.1129  C40 1.090
51 H 21.2140 1.3208 0.2548  C40 1.090
52 H 20.8343 4.3975 2.3246  C42 1.080
53 H 21.1980 3.6664 4.9209  C43 1.080
54 H 20.9128 0.1418 2.6536  C45 1.080
55 H 21.2930 1.4313 6.1838  C46 1.090
56 H 21.5564 0.0740 5.3904  C46 1.090
57 H 19.8335 0.4531 5.4817  C46 1.090
58 C 20.5706 6.3665 -6.5480  C59 1.530, H66 1.090, H67 1.090, H68 1.090
59 C 19.8290 5.0330 -6.6644  C58 1.530, N60 1.496, H69 1.090, H70 1.090
60 N 19.4063 4.6291 -8.0412  C59 1.496, C61 1.394, C64 1.379
61 C 20.2352 4.0648 -9.0093  N60 1.394, C62 1.364, H71 1.080
62 C 19.5047 3.8734 -10.1458  C61 1.364, N63 1.386, H72 1.080
63 N 18.1743 4.1608 -9.8824  C62 1.386, C64 1.417, C65 1.399
64 C 18.1401 4.7187 -8.5807  N60 1.379, N63 1.417, H73 1.080
65 C 17.0991 4.1891 -10.7772  N63 1.399, H74 1.090, H75 1.090, H76 1.090
66 H 19.8563 7.0875 -6.9456  C58 1.090
67 H 21.5307 6.4710 -7.0533  C58 1.090
68 H 20.8575 6.5399 -5.5108  C58 1.090
69 H 18.9608 5.1479 -6.0155  C59 1.090
70 H 20.4986 4.2930 -6.2262  C59 1.090
71 H 21.2637 3.8496 -8.7598  C61 1.080
72 H 19.8473 3.4625 -11.0839  C62 1.080
73 H 17.2562 5.0771 -8.0742  C64 1.080
74 H 16.5686 5.1410 -10.8009  C65 1.090
75 H 16.5575 3.2507 -10.6580  C65 1.090
76 H 17.3847 4.0768 -11.8231  C65 1.090
77 C 23.5732 -0.9420 -11.4002  C78 1.508, H85 1.090, H86 1.090, H87 1.090
78 C 23.3565 -1.8318 -10.2020  C77 1.508, N79 1.477, H88 1.090, H89 1.090
79 N 22.0765 -1.4775 -9.5560  C78 1.477, C80 1.400, C83 1.387
80 C 21.7736 -1.0831 -8.2472  N79 1.400, C81 1.416, H90 1.080
81 C 20.3819 -1.0304 -7.9907  C80 1.416, N82 1.377, H91 1.080
82 N 19.8132 -1.4725 -9.1641  C81 1.377, C83 1.349, C84 1.513
83 C 20.8003 -1.6875 -10.0580  N79 1.387, N82 1.349, H92 1.080
84 C 18.3302 -1.5564 -9.4543  N82 1.513, H93 1.090, H94 1.090, H95 1.090
85 H 22.7375 -0.8458 -12.0933  C77 1.090
86 H 24.5668 -1.0521 -11.8347  C77 1.090
87 H 23.5998 0.1034 -11.0925  C77 1.090
88 H 24.1763 -1.6105 -9.5187  C78 1.090
89 H 23.2828 -2.8943 -10.4342  C78 1.090
90 H 22.6282 -0.9943 -7.5928  C80 1.080
91 H 19.8475 -0.7657 -7.0903  C81 1.080
92 H 20.5967 -2.0582 -11.0518  C83 1.080
93 H 18.0111 -2.2312 -10.2486  C84 1.090
94 H 18.0221 -0.5269 -9.6367  C84 1.090
95 H 17.7286 -1.8992 -8.6125  C84 1.090
96 C 8.9439 3.4427 -10.3573  C97 1.510, H104 1.090, H105 1.090, H106 1.090
97 C 9.1905 1.9602 -10.5061  C96 1.510, N98 1.388, H107 1.090, H108 1.090
98 N 10.0086 1.7251 -11.6023  C97 1.388, C99 1.337, C102 1.398
99 C 11.1129 0.9706 -11.6138  N98 1.337, C100 1.428, H109 1.080
100 C 11.6037 0.9076 -12.9530  C99 1.428, N101 1.398, H110 1.080
101 N 10.7503 1.6689 -13.7572  C100 1.398, C102 1.364, C103 1.407
102 C 9.7573 2.0977 -12.9259  N98 1.398, N101 1.364, H111 1.080
103 C 10.9150 1.8959 -15.1356  N101 1.407, H112 1.090, H113 1.090, H114 1.090
104 H 9.8127 4.1010 -10.3690  C96 1.090
105 H 8.3588 3.6410 -9.4593  C96 1.090
106 H 8.3835 3.7689 -11.2334  C96 1.090
107 H 8.2489 1.4118 -10.5348  C97 1.090
108 H 9.7872 1.6788 -9.6384  C97 1.090
109 H 11.4475 0.4352 -10.7375  C99 1.080
110 H 12.4012 0.3009 -13.3558  C100 1.080
111 H 8.8678 2.6253 -13.2371  C102 1.080
112 H 11.9436 1.8170 -15.4877  C103 1.090
113 H 10.7200 2.9458 -15.3542  C103 1.090
114 H 10.3107 1.1744 -15.6854  C103 1.090
115 C 5.4978 0.0470 4.7019  C116 1.560, H123 1.090, H124 1.090, H125 1.090
116 C 6.5577 1.1919 4.7201  C115 1.560, N117 1.502, H126 1.090, H127 1.090
117 N 7.7930 0.7232 4.0062  C116 1.502, C118 1.397, C121 1.341
118 C 9.0634 1.1459 4.4042  N117 1.397, C119 1.446, H128 1.080
119 C 10.0162 0.3820 3.6308  C118 1.446, N120 1.401, H129 1.080
120 N 9.2518 -0.1524 2.5854  C119 1.401, C121 1.363, C122 1.428
121 C 7.9306 0.0071 2.8808  N117 1.341, N120 1.363, H130 1.080
122 C 9.7851 -0.8866 1.4834  N120 1.428, H131 1.090, H132 1.090, H133 1.090
123 H 4.9836 -0.1937 3.7714  C115 1.090
124 H 4.7495 0.1848 5.4823  C115 1.090
125 H 5.7892 -0.9047 5.1462  C115 1.090
126 H 6.6258 1.2924 5.8033  C116 1.090
127 H 6.0756 2.0822 4.3166  C116 1.090
128 H 9.0099 1.7881 5.2708  C118 1.080
129 H 11.0902 0.3379 3.5255  C119 1.080
130 H 7.1771 -0.3840 2.2132  C121 1.080
131 H 10.0456 -1.8892 1.8227  C122 1.090
132 H 10.7153 -0.4412 1.1304  C122 1.090
133 H 8.9622 -1.0562 0.7891  C122 1.090
134 C 16.1548 -4.6946 -2.4667  C135 1.553, H142 1.090, H143 1.090, H144 1.090
135 C 15.1635 -5.7164 -3.0862  C134 1.553, N136 1.446, H145 1.090, H146 1.090
136 N 14.6071 -6.6935 -2.1769  C135 1.446, C137 1.323, C140 1.398
137 C 14.1640 -7.9037 -2.4753  N136 1.323, C138 1.384, H147 1.080
138 C 13.8110 -8.5801 -1.3203  C137 1.384, N139 1.409, H148 1.080
139 N 14.1554 -7.7966 -0.2007  C138 1.409, C140 1.365, C141 1.476
140 C 14.5032 -6.6127 -0.7852  N136 1.398, N139 1.365, H149 1.080
141 C 14.0096 -8.0060 1.2529  N139 1.476, H150 1.090, H151 1.090, H152 1.090
142 H 16.8493 -4.2300 -3.1666  C134 1.090
143 H 16.7861 -5.0444 -1.6498  C134 1.090
144 H 15.5583 -3.9534 -1.9348  C134 1.090
145 H 15.5153 -6.2137 -3.9901  C135 1.090
146 H 14.1925 -5.2850 -3.3294  C135 1.090
147 H 13.9270 -8.2340 -3.4759  C137 1.080
148 H 13.2302 -9.4488 -1.0475  C138 1.080
149 H 14.7268 -5.7214 -0.2177  C140 1.080
150 H 14.8869 -8.5022 1.6680  C141 1.090
151 H 13.1814 -8.6812 1.4678  C141 1.090
152 H 13.7585 -7.0468 1.7056  C141 1.090
153 C 14.3358 5.0750 3.0840  C154 1.569, H161 1.090, H162 1.090, H163 1.090
154 C 13.9280 6.2195 2.0906  C153 1.569, N155 1.438, H164 1.090, H165 1.090
155 N 12.5252 6.1285 1.7867  C154 1.438, C156 1.370, C159 1.400
156 C 11.9071 5.1765 1.0199  N155 1.370, C157 1.451, H166 1.080
157 C 10.4737 5.4001 0.9877  C156 1.451, N158 1.431, H167 1.080
158 N 10.2576 6.5344 1.8336  C157 1.431, C159 1.379, C160 1.404
159 C 11.4924 6.9107 2.3176  N155 1.400, N158 1.379, H168 1.080
160 C 9.0595 7.2052 2.1250  N158 1.404, H169 1.090, H170 1.090, H171 1.090
161 H 13.8416 4.9331 4.0451  C153 1.090
162 H 15.4113 5.2145 3.1935  C153 1.090
163 H 14.4053 4.1169 2.5690  C153 1.090
164 H 14.4900 6.0630 1.1699  C154 1.090
165 H 14.0882 7.2519 2.4015  C154 1.090
166 H 12.4359 4.4812 0.3848  C156 1.080
167 H 9.6730 4.9456 0.4232  C157 1.080
168 H 11.7051 7.7561 2.9551  C159 1.080
169 H 9.0439 7.4523 3.1865  C160 1.090
170 H 8.1799 6.5717 2.0109  C160 1.090
171 H 9.0022 8.0998 1.5049  C160 1.090
172 P 13.5470 1.9689 -4.8762  F173 1.592, F174 1.629, F175 1.619, F176 1.612, F177 1.666, F178 1.665
173 F 13.7667 1.4956 -3.3717  P172 1.592
174 F 15.1024 1.6841 -5.2683  P172 1.629
175 F 13.0349 0.4734 -5.2271  P172 1.619
176 F 13.2669 2.6247 -6.3218  P172 1.612
177 F 12.0757 2.5330 -4.3346  P172 1.666
178 F 14.2124 3.4386 -4.4636  P172 1.665

Löwdin population analysis, charges in e, atoms 1 to 8: atom 1 (C): -0.066, atom 2 (C): -0.184, atom 3 (N): -0.028, atom 4 (C): 0.026, atom 5 (C): 0.013, atom 6 (N): -0.083, atom 7 (C): 0.059, atom 8 (C): 0.009